Entry 1:
Density functional theory data (ωB97M-V/def2-TZVPD) for a 7-piece molecular cluster, C13H31Cl12O12P3 overall in a non-equilibrium geometry.

Geometry as XYZ:
```
71
C13H31Cl12O12P3, DFT ωB97M-V/def2-TZVPD
C -2.97273 -3.49582 1.04433
O -2.99764 -3.23240 -0.34344
P -2.08270 -2.10094 -0.98769
O -1.93082 -0.86045 -0.18601
O -0.71918 -2.88206 -1.25008
C 0.37192 -2.24550 -1.93145
O -2.74306 -2.01322 -2.44635
C -4.11952 -1.63754 -2.51903
H -2.18742 -4.22985 1.23245
H -3.88250 -3.97778 1.40803
H -2.86734 -2.62658 1.69466
H 1.29759 -2.58243 -1.46474
H 0.34972 -1.15711 -1.91476
H 0.36057 -2.64547 -2.94556
H -4.49181 -0.99928 -1.71578
H -4.75391 -2.51992 -2.59282
H -4.20187 -1.04136 -3.42742
C 3.71021 0.28586 -2.65723
O 4.07802 -1.10054 -2.78416
P 5.51191 -1.43515 -3.44017
O 5.80954 -2.86826 -3.62377
O 6.54254 -0.64334 -2.48393
C 7.92620 -0.97926 -2.50212
O 5.49780 -0.53445 -4.76057
C 5.08752 -1.04436 -6.03653
H 2.86849 0.49791 -3.31537
H 4.55176 0.94351 -2.86408
H 3.39430 0.44287 -1.62774
H 8.54033 -0.16720 -2.11907
H 8.27560 -1.24129 -3.50118
H 8.04222 -1.83599 -1.83620
H 4.97179 -2.12677 -6.04941
H 5.88199 -0.73715 -6.71438
H 4.15017 -0.55886 -6.30515
C -5.22552 2.37253 3.36972
O -4.07024 1.65864 3.87776
P -2.60899 1.97977 3.36820
O -2.35328 2.16668 1.93603
O -1.77794 0.77464 3.98297
C -1.40357 -0.38065 3.23715
O -2.13447 3.21150 4.27354
C -2.38933 3.24757 5.68063
H -5.96480 1.58180 3.24339
H -4.96999 2.83343 2.41801
H -5.57152 3.01714 4.17543
H -0.33049 -0.54599 3.33100
H -1.62603 -0.23679 2.17800
H -1.92235 -1.24883 3.64347
H -3.27780 3.82872 5.91967
H -1.50491 3.66545 6.15725
H -2.48421 2.21652 6.02587
C -0.62515 5.19897 1.45859
Cl 0.03872 5.42370 3.07853
Cl 0.39805 5.81049 0.16427
Cl -2.21448 5.93730 1.41159
H -0.75306 4.12731 1.34859
C -2.60425 2.13355 -1.43474
Cl -2.28466 1.15366 -2.85577
Cl -4.26957 2.09866 -0.87121
Cl -1.96203 3.76074 -1.67992
H -2.03851 1.63645 -0.65425
C 0.96982 -3.93195 1.96993
Cl 2.63517 -3.97744 2.55462
Cl -0.22259 -3.71574 3.27716
Cl 0.72493 -5.42157 1.05364
H 0.91551 -3.07369 1.31062
C 0.58263 1.21275 0.86589
Cl 1.18742 -0.38007 1.28629
Cl 0.80508 1.45424 -0.87998
Cl 1.54496 2.49613 1.66791
H -0.48223 1.26461 1.07682
```

Output
SMILES ... COP(=O)(OC)OC.COP(=O)(OC)OC.COP(=O)(OC)OC.ClC(Cl)Cl.ClC(Cl)Cl.ClC(Cl)Cl.ClC(Cl)Cl
Relative energy (zero: lowest compared OMol25 entry of this formula, charge and spin) ... 0.00 kcal/mol
HOMO energy ... -10.62 eV
F_max ... 0.0319 hartree/bohr
Total charge ... 0
Kohn-Sham gap ... 11.02 eV

Entry 2:
Density functional theory data (ωB97M-V/def2-TZVPD) for C3H8Ba2FO3S as an isolated structure in a non-equilibrium geometry.

Geometry as XYZ:
```
18
C3H8Ba2FO3S, DFT ωB97M-V/def2-TZVPD
Ba -8.16038 3.79969 -2.35330
Ba -9.85238 -1.38948 -5.86510
F -6.35888 -0.23727 -3.30073
O 0.84584 -0.24149 -2.12303
S 0.84652 -0.72022 -0.75091
O 0.63136 -2.14947 -0.42908
O 2.20453 -0.13901 -0.02481
C 2.42705 -0.53283 1.35697
C 3.65867 0.29215 2.04637
C -0.33090 0.33069 0.15794
H 2.65029 -1.59970 1.35008
H 1.45254 -0.42266 1.83267
H 3.39521 0.91620 2.90033
H 4.09826 1.11444 1.48182
H 4.43455 -0.36474 2.43959
H -0.12815 1.39571 0.27083
H -0.44893 -0.16717 1.12039
H -1.36522 0.11516 -0.11003
```

Output
Relative energy (zero: lowest compared OMol25 entry of this formula, charge and spin) ... 89.99 kcal/mol
HOMO energy ... -14.76 eV
F_max ... 0.0638 hartree/bohr
Total charge ... +3
Kohn-Sham gap ... 2.88 eV

Entry 3:
Density functional theory data (ωB97M-V/def2-TZVPD) for C57H55GeNP2SeSiSn as an isolated structure in a non-equilibrium geometry.

Geometry as XYZ:
```
119
C57H55GeNP2SeSiSn, DFT ωB97M-V/def2-TZVPD
Sn -0.09897 -0.18311 0.08112
C 0.80861 2.13923 3.94517
Si 1.42753 2.78444 2.31714
C 0.44190 4.21944 1.67251
C 0.84877 5.46127 2.18190
C 0.14965 6.61404 1.87844
C -0.97801 6.54210 1.07343
C -1.39539 5.32039 0.57441
C -0.68733 4.15348 0.85477
P -1.18688 2.58995 0.01969
C -2.99866 2.68765 0.16834
C -3.87535 2.44870 -0.88853
C -5.24568 2.50087 -0.67962
C -5.75287 2.76604 0.58336
C -4.88604 2.97844 1.64587
C -3.51745 2.93847 1.44136
C -0.72598 3.04858 -1.68919
C -1.51499 3.81747 -2.54277
C -1.07063 4.11188 -3.82325
C 0.16351 3.65398 -4.26249
C 0.97563 2.92947 -3.40201
C 0.53187 2.63064 -2.12447
C 3.26877 2.71362 2.07618
C 4.06599 3.83782 2.31289
C 5.44541 3.71441 2.34056
C 6.03934 2.48018 2.11517
C 5.25575 1.36917 1.83947
C 3.86952 1.47978 1.82922
P 2.77238 0.08551 1.36737
C 3.05081 -1.19414 2.62905
C 2.40193 -2.41540 2.41653
C 2.55459 -3.45240 3.31859
C 3.36447 -3.28266 4.43480
C 3.99804 -2.06982 4.65744
C 3.83531 -1.01835 3.76419
C 3.71657 -0.55112 -0.06673
C 4.40690 -1.75919 -0.07469
C 5.16917 -2.10728 -1.18241
C 5.24195 -1.26411 -2.28081
C 4.53726 -0.06721 -2.28431
C 3.77479 0.28400 -1.18414
H 0.62132 2.98838 4.61006
H 1.53135 1.47300 4.41805
H -0.12813 1.59630 3.82506
H 1.70720 5.52652 2.84291
H 0.48200 7.56302 2.27728
H -1.52975 7.44146 0.83449
H -2.28254 5.26990 -0.04373
H -3.50127 2.23604 -1.87885
H -5.91824 2.34210 -1.51327
H -6.82275 2.81216 0.73959
H -5.27932 3.19049 2.63150
H -2.84177 3.11858 2.27038
H -2.47337 4.19794 -2.21964
H -1.69124 4.70600 -4.48114
H 0.49455 3.86865 -5.26981
H 1.95252 2.59636 -3.72858
H 1.17222 2.07193 -1.44862
H 3.61918 4.81198 2.46934
H 6.05831 4.58592 2.52811
H 7.11712 2.38686 2.13606
H 5.71929 0.41632 1.61435
H 1.78144 -2.54370 1.53257
H 2.03928 -4.39084 3.15991
H 3.50353 -4.09820 5.13200
H 4.62798 -1.93793 5.52731
H 4.32021 -0.07001 3.95285
H 4.37140 -2.42432 0.77664
H 5.72052 -3.03850 -1.17863
H 5.85254 -1.53300 -3.13252
H 4.59192 0.59408 -3.13929
H 3.23225 1.22477 -1.17493
C -1.34317 -1.23616 4.32658
C -2.70991 -1.40678 4.18655
C -3.29377 -1.26467 2.94047
C -2.52441 -0.93907 1.82201
C -1.13723 -0.72973 1.95864
C -0.57652 -0.89591 3.21979
C -3.11922 -0.88511 0.47173
C -4.46743 -1.22275 0.22023
C -4.91274 -1.34559 -1.06138
C -4.04162 -1.07479 -2.13812
C -4.43208 -1.18883 -3.49025
C -3.58127 -0.81323 -4.49157
C -2.30488 -0.30857 -4.17759
C -1.88793 -0.22264 -2.87789
C -2.73813 -0.62352 -1.82433
N -2.30629 -0.56932 -0.52766
H -0.86878 -1.35990 5.29229
H -3.32007 -1.66757 5.04102
H -4.36036 -1.41601 2.85313
H 0.48721 -0.77368 3.35512
H -5.13277 -1.40896 1.04781
H -5.93581 -1.63909 -1.26296
H -5.42023 -1.57166 -3.71450
H -3.88401 -0.89277 -5.52694
H -1.64550 0.01331 -4.97341
H -0.90572 0.16973 -2.64424
C -0.61152 -7.57102 -2.13162
Ge -1.06320 -5.67992 -2.39050
C -0.52397 -4.99629 -4.15408
C -2.93973 -5.19956 -2.03739
C -0.03345 -4.67390 -0.99000
Se -0.05284 -2.76115 -1.38054
C 1.67408 -2.59822 -2.25100
H -1.06611 -8.19291 -2.90201
H -0.95812 -7.91909 -1.15911
H 0.46984 -7.69631 -2.18323
H -1.17601 -5.41292 -4.92209
H 0.50097 -5.27945 -4.39520
H -0.61281 -3.90948 -4.18408
H -3.55840 -5.40492 -2.91071
H -3.00605 -4.13293 -1.81092
H -3.33798 -5.76373 -1.19424
H 1.00632 -4.98353 -0.89105
H -0.52355 -4.79695 -0.02410
H 1.64014 -3.12126 -3.20346
H 2.45119 -3.01373 -1.61406
H 1.85388 -1.53795 -2.41815
```

Output
Relative energy (zero: lowest compared OMol25 entry of this formula, charge and spin) ... 0.00 kcal/mol
HOMO energy ... -11.87 eV
F_max ... 0.0212 hartree/bohr
Total charge ... +2
Kohn-Sham gap ... 5.51 eV

Entry 4:
Density functional theory data (ωB97M-V/def2-TZVPD) for an isolated ion of composition C7H10NO and charge +1 in a non-equilibrium geometry.

Geometry as XYZ:
```
19
C7H10NO, DFT ωB97M-V/def2-TZVPD
C -0.00455 -0.39487 -0.32329
C -0.15739 0.19852 -1.50210
C -0.99683 -0.08722 0.82002
C 1.02702 -1.30571 0.20662
C 1.02217 -1.05989 1.72257
C 0.02313 0.13149 1.96477
C -0.39435 1.06381 -2.36839
N -0.06239 1.75144 -3.39024
O -1.77041 1.01009 0.30256
H -1.54894 -1.05031 0.80566
H 0.73925 -2.34431 0.11847
H 1.93495 -1.10207 -0.38112
H 0.85333 -2.09516 2.19756
H 2.06950 -0.95458 2.07179
H -0.53670 0.22039 2.87951
H 0.45990 1.02726 1.93419
H 0.55788 1.46858 -4.12791
H -0.57304 2.60740 -3.50586
H -2.64253 0.91516 0.57521
```

Output
SMILES ... [NH2+]=C=C=C1CCC[C@H]1O
Relative energy (zero: lowest compared OMol25 entry of this formula, charge and spin) ... 65.89 kcal/mol
HOMO energy ... -14.46 eV
F_max ... 0.0951 hartree/bohr
Total charge ... +1
Kohn-Sham gap ... 9.42 eV

Entry 5:
Density functional theory data (ωB97M-V/def2-TZVPD) for a 2-piece molecular cluster, C7H13N2O overall in a non-equilibrium geometry.

Geometry as XYZ:
```
23
C7H13N2O, DFT ωB97M-V/def2-TZVPD
C -2.13692 -1.22667 1.22900
C -2.04924 0.12523 1.32499
C -0.51578 -1.58367 -0.46994
C -1.48428 -2.07681 0.32807
C -0.98116 0.69617 0.51403
C 2.72436 -1.05157 -1.44655
C -0.89371 2.95912 1.42863
N -0.38762 -0.20315 -0.35421
N 2.05818 0.12577 -1.93833
O -0.59976 1.97045 0.46439
H -2.76484 -1.61568 1.94094
H -2.76009 0.71938 1.96192
H 0.24229 -2.16042 -1.06774
H -1.55876 -3.10978 0.54494
H 2.04525 -0.10061 -2.93225
H 3.80090 -1.16530 -1.65072
H 2.55025 -1.07756 -0.37867
H 2.43804 -2.14107 -1.82293
H -0.53000 2.96211 2.48144
H -2.00911 3.18455 1.38406
H -0.33962 3.82095 1.01335
H 2.72833 0.78930 -1.66839
H 0.42330 0.15926 -0.88604
```

Output
Relative energy (zero: lowest compared OMol25 entry of this formula, charge and spin) ... 58.34 kcal/mol
HOMO energy ... -13.75 eV
F_max ... 0.0833 hartree/bohr
Total charge ... +1
Kohn-Sham gap ... 9.91 eV

Entry 6:
Density functional theory data (ωB97M-V/def2-TZVPD) for the molecule C2H4OS in a non-equilibrium geometry.

Geometry as XYZ:
```
8
C2H4OS, DFT ωB97M-V/def2-TZVPD
C -0.23381 0.82610 -0.08592
C 0.20834 -0.38700 0.52584
O 0.92652 -1.31369 -0.18914
S -1.79798 -0.11316 0.01400
H -0.19092 1.87887 0.26756
H 0.31004 0.95112 -1.07621
H 0.08789 -0.70740 1.59234
H 0.68991 -1.13483 -1.04845
```

Output
SMILES ... O[C@H]1CS1
Relative energy (zero: lowest compared OMol25 entry of this formula, charge and spin) ... 38.14 kcal/mol
HOMO energy ... -8.81 eV
F_max ... 0.0718 hartree/bohr
Total charge ... 0
Kohn-Sham gap ... 9.59 eV

Entry 7:
Density functional theory data (ωB97M-V/def2-TZVPD) for C25H20CeI3N2O3 as an isolated structure in a non-equilibrium geometry.

Geometry as XYZ:
```
54
C25H20CeI3N2O3, DFT ωB97M-V/def2-TZVPD
Ce -0.84307 -0.06235 -0.88714
I 1.95605 -6.30864 3.06043
C 0.95721 -4.58856 2.44299
C 1.16385 -3.33675 3.05851
C 0.50270 -2.18243 2.65422
I 0.18661 -0.57211 3.99224
C -0.30627 -2.24021 1.48446
O -1.20716 -1.27767 1.24501
C -0.24962 -3.40914 0.71290
C -0.74543 -3.43835 -0.72964
N -0.08918 -2.50817 -1.64026
C 1.38113 -2.70273 -1.64986
C 2.21149 -1.58056 -1.01517
C 3.55449 -1.83266 -0.75979
C 4.28502 -0.87206 -0.03972
C 3.66850 0.28130 0.48157
C 2.32683 0.41993 0.20946
N 1.62859 -0.45265 -0.53685
C 0.19460 -4.62144 1.27154
H 1.80533 -3.32394 3.91458
H -1.81113 -3.21653 -0.75488
H -0.57626 -4.43404 -1.15441
H -0.39114 -2.60369 -2.63423
H 1.71339 -3.03252 -2.66175
H 1.57218 -3.63002 -1.03303
H 4.05071 -2.66759 -1.29806
H 5.34422 -1.02789 0.15657
H 4.23805 0.97864 1.02840
H 1.82954 1.28202 0.63761
H -0.03593 -5.56248 0.81634
C -2.40187 1.73334 -2.99486
C -1.00421 1.65176 -3.18030
C -0.69666 0.34462 -3.62002
C -1.91692 -0.41624 -3.64286
C -2.93904 0.48149 -3.26785
H -2.97078 2.57627 -2.62553
H -0.33708 2.47799 -3.10042
H 0.27086 -0.03778 -3.87595
H -2.07696 -1.49744 -3.79998
H -4.00736 0.24495 -3.25458
I -1.46004 7.88614 3.70606
C -1.50998 5.97613 2.61717
C -0.31988 5.44816 2.09744
C -0.26456 4.18929 1.43438
C -1.46085 3.48425 1.20340
C -2.64630 4.08858 1.57984
C -2.67338 5.30717 2.30908
C -1.43593 2.19383 0.52588
O -2.35717 1.33116 0.31831
O -0.21999 1.87336 0.03923
H 0.60569 6.01682 2.11347
H 0.71310 3.79419 1.13031
H -3.56662 3.58463 1.39262
H -3.63939 5.79063 2.52312
```

Output
Relative energy (zero: lowest compared OMol25 entry of this formula, charge and spin) ... 16.21 kcal/mol
HOMO energy (spin up / spin down) ... -7.61 / -7.65 eV
F_max ... 0.0774 hartree/bohr
Total charge ... 0
Kohn-Sham gap (spin up / spin down) ... 7.49 / 7.53 eV
Multiplicity ... 2

Entry 8:
Density functional theory data (ωB97M-V/def2-TZVPD) for the molecule O2 in a non-equilibrium geometry.

Geometry as XYZ:
```
2
O2, DFT ωB97M-V/def2-TZVPD
O 0.10804 0.58605 0.24554
O -0.10804 -0.58605 -0.24554
```

Output
SMILES ... O=O
Relative energy (zero: lowest compared OMol25 entry of this formula, charge and spin) ... 6.81 kcal/mol
HOMO energy ... -10.68 eV
F_max ... 0.1121 hartree/bohr
Total charge ... 0
Kohn-Sham gap ... 7.83 eV

no.,calculated total energy (eV)
1,-216696.5938
2,-24290.0646
3,-215629.0494
4,-10948.6187
5,-12489.5080
6,-15019.8116
7,-72604.9665
8,-4089.4836